# 1
Below is C15H31Br2O7PdS3 as an isolated structure, with properties calculated with ωB97M-V with the def2-TZVPD basis set.

CARTESIAN COORDINATES (ANGSTROEM)
Pd1 1.6049 0.0503 0.1854
C1 0.8941 0.6381 4.1973
C2 1.2078 1.4371 2.9183
C3 1.4868 2.8973 3.2722
O1 2.1961 0.8641 2.1483
H1 -0.1735 0.7983 4.4204
H2 1.4430 0.9721 5.0803
H3 0.9664 -0.4341 4.0109
H4 0.2428 1.4242 2.3661
H5 0.5678 3.3090 3.7136
H6 1.7505 3.5439 2.4409
H7 2.2850 2.9828 4.0183
Br1 2.9089 -2.2141 0.6278
Br2 3.3853 1.2578 -1.4174
C4 -0.3586 4.4122 -2.7864
C5 -1.7147 4.3907 -2.1268
C6 -1.8345 3.0842 -1.3770
S1 -0.2059 2.9774 -0.5097
O2 0.2607 1.6221 -0.3683
O3 -0.3507 3.8500 0.6352
C7 0.7176 3.8560 -1.8252
H8 -0.1334 5.3014 -3.3735
H9 -0.4026 3.6575 -3.5846
H10 -2.5590 4.5099 -2.8135
H11 -1.8917 5.2331 -1.4475
H12 -1.8285 2.2206 -2.0504
H13 -2.5849 2.9133 -0.6107
H14 1.2723 3.0525 -2.3068
H15 1.3739 4.5945 -1.3775
C8 0.5579 -3.1614 -3.9476
C9 1.1484 -2.1497 -4.9290
C10 1.0198 -0.7490 -4.2617
S2 -0.0736 -0.9013 -2.8195
O4 -1.0960 0.1191 -2.8903
O5 0.7400 -1.0748 -1.6378
C11 -0.6695 -2.5496 -3.2952
H16 1.2118 -3.4106 -3.1056
H17 0.2918 -4.0663 -4.4982
H18 0.6176 -2.1520 -5.8819
H19 2.1604 -2.4549 -5.1951
H20 0.3195 -0.2416 -4.9324
H21 1.8773 -0.1208 -4.0392
H22 -1.2997 -2.2325 -4.1408
H23 -1.1519 -3.0445 -2.4616
C12 -1.7111 -2.9128 4.2015
C13 -0.8896 -4.1462 3.6984
C14 0.1480 -3.5553 2.7318
S3 -0.9310 -2.4926 1.7267
O6 -1.6816 -3.2986 0.7856
O7 -0.1492 -1.3595 1.2975
C15 -2.0767 -2.0082 3.0235
H24 -1.0384 -2.3962 4.8879
H25 -2.5713 -3.2567 4.7729
H26 -1.5447 -4.8189 3.1452
H27 -0.4305 -4.6190 4.5628
H28 0.8653 -4.1483 2.1732
H29 0.7684 -2.8005 3.2284
H30 -3.0420 -2.2546 2.5896
H31 -1.8958 -0.9447 3.1514

Cartesian forces, eV/Å:
Pd 1.90 -0.65 1.48
C -1.01 0.16 0.01
C -0.04 -0.28 -0.88
C -0.34 0.23 0.63
O -0.07 -0.16 -0.51
H 0.08 0.12 0.23
H 0.31 -0.29 -0.09
H 0.49 0.02 0.03
H 0.05 0.15 -0.06
H 0.14 0.14 0.09
H -0.01 -0.28 -0.35
H 0.02 -0.14 -0.04
Br -0.04 -0.01 -0.06
Br -0.32 -0.06 -0.05
C 0.24 -1.27 -0.95
C -1.52 0.87 0.69
C 1.44 -1.28 0.14
S -0.81 1.49 -0.59
O -1.11 0.84 -0.14
O 0.30 -0.33 -0.05
C -0.46 -0.32 -0.07
H 0.23 0.41 0.72
H -0.16 -0.02 0.06
H 0.30 -0.28 -0.37
H 0.48 -0.10 0.20
H -0.11 0.11 -0.06
H -0.14 0.47 -0.01
H 0.44 0.21 0.13
H 0.03 -0.09 0.18
C -0.21 -0.77 0.62
C 0.68 0.18 0.87
C -1.45 -0.06 -1.09
S 1.26 -0.73 0.08
O -0.01 -0.24 0.09
O -0.63 0.00 -0.38
C 0.00 1.69 -1.40
H 0.46 -0.07 -0.46
H 0.01 -0.12 0.28
H -0.31 0.00 0.16
H 0.16 0.30 0.30
H 0.45 0.65 0.08
H 0.18 -0.27 0.21
H -0.75 -0.54 0.50
H -0.06 -0.08 -0.03
C 0.60 -0.52 0.26
C 0.05 0.73 -0.30
C -0.67 1.08 0.59
S 1.53 -0.36 -0.39
O 0.05 0.13 -0.12
O -0.93 0.12 -0.16
C 0.49 -0.55 -0.24
H -0.17 0.25 0.01
H -0.14 0.16 -0.06
H 0.07 -0.31 0.19
H -0.03 -0.29 -0.11
H -0.51 -0.27 -0.38
H -0.01 -0.09 0.15
H -0.17 0.29 0.15
H -0.29 0.02 0.27

Properties
HOMO level (spin up / spin down), eV: -3.947 / -4.086
Net charge: -1
2S+1: 3
HOMO-LUMO gap (spin up / spin down), hartree: 0.2242 / 0.2292
Energy relative to the best compared isomer or geometry (same formula, charge and spin), kJ/mol: 0.00
⟨S²⟩: 2.0063
LUMO level (spin up / spin down), eV: 2.2 / 2.2

---

# 2
Below is C15H31CdNO2P2 as an isolated structure, with properties calculated with ωB97M-V with the def2-TZVPD basis set.

CARTESIAN COORDINATES (ANGSTROEM)
P1 -1.5741 1.3016 0.8614
P2 -0.3490 -1.9208 -0.4575
C1 -2.4548 -0.1068 0.1162
C2 -1.8598 -1.4704 0.4868
H1 -2.5506 0.0584 -0.9691
H2 -3.4839 -0.0338 0.5096
H3 -1.6242 -1.5254 1.5641
H4 -2.6002 -2.2520 0.2694
C3 -1.1331 -2.8005 -1.8774
H5 -0.3449 -3.3385 -2.4281
H6 -1.6290 -2.1059 -2.5655
H7 -1.8654 -3.5253 -1.4944
C4 0.5094 -3.2835 0.3553
H8 -0.0312 -4.2199 0.1621
H9 0.4806 -3.1509 1.4686
H10 1.5321 -3.3590 -0.0460
C5 -2.6611 2.6328 0.2414
H11 -2.1370 3.5920 0.1855
H12 -3.5169 2.7321 0.9212
H13 -3.0458 2.3845 -0.7549
C6 -1.9577 1.2964 2.6184
H14 -2.0732 0.2696 2.9891
H15 -2.9091 1.8237 2.7612
H16 -1.1793 1.8145 3.1911
Cd1 1.8459 -2.1618 2.5992
C7 0.2666 -0.3353 -1.8199
C8 -0.6772 0.5919 -2.3056
C9 -0.2284 1.8604 -2.8837
C10 0.6577 2.8389 -1.9919
C11 0.1963 3.0229 -0.6381
C12 0.0967 2.0429 0.4235
C13 1.0757 0.8121 0.3982
C14 1.4328 0.1814 -0.9416
C15 3.3588 -0.7580 3.0485
H17 0.6332 -1.1038 -2.5373
H18 -1.6091 0.2108 -2.7390
H19 -1.1452 2.4132 -3.1341
H20 0.3324 1.7192 -3.8171
H21 1.7199 2.5354 -2.0230
H22 0.6079 3.8296 -2.4860
H23 -0.0679 4.0236 -0.3476
H24 0.2996 2.5973 1.3708
H25 0.6447 0.0103 1.0364
H26 2.0129 1.1258 0.8793
H27 1.9861 0.8991 -1.5428
H28 2.1576 -0.6337 -0.7594
H29 3.6871 -1.2606 3.9704
H30 3.0288 0.2562 3.2572
H31 4.1518 -0.7940 2.3097
O1 4.7668 -3.1287 1.6098
N1 3.6842 -2.8699 1.0915
O2 3.5425 -2.7379 -0.1359

Cartesian forces, eV/Å:
P -1.68 2.12 -1.88
P -1.27 0.06 -1.41
C 0.06 -0.65 0.01
C -0.16 -0.55 0.31
H 0.36 -0.03 0.62
H 0.33 0.12 0.28
H -0.11 0.00 -0.29
H 0.05 0.13 0.24
C 0.04 -0.29 0.22
H -0.28 0.18 0.15
H 0.12 -0.09 0.20
H 0.21 0.06 -0.21
C -0.55 -0.69 -0.04
H 0.04 0.08 -0.09
H -0.12 -0.19 -0.81
H -0.08 0.17 0.29
C -0.49 0.16 0.17
H -0.15 -0.24 0.07
H 0.11 0.03 -0.26
H 0.27 0.05 0.15
C 0.26 -0.31 0.67
H 0.21 0.27 0.01
H 0.28 -0.17 -0.06
H -0.15 -0.22 -0.06
Cd 0.21 -0.01 0.48
C 1.58 0.03 0.09
C -0.59 -1.29 1.24
C 0.22 1.78 0.54
C -0.09 0.15 -1.91
C -0.46 0.42 0.61
C 1.06 -1.89 1.16
C 0.18 0.31 0.15
C 0.46 -0.03 -1.13
C 0.31 0.66 0.70
H -0.29 -0.16 0.72
H 0.50 -0.17 -0.48
H 0.31 0.17 -0.16
H 0.04 0.10 -0.09
H -0.47 0.18 -0.08
H 0.18 -0.47 0.14
H -0.08 0.30 0.09
H -0.28 -0.41 -0.24
H 0.33 0.36 0.01
H -0.23 -0.19 -0.07
H 0.21 -0.11 0.12
H -0.38 0.19 0.08
H 0.25 0.45 -0.10
H 0.08 0.10 0.18
H -0.05 0.06 0.00
O 0.04 0.11 -0.90
N -1.01 -0.68 1.03
O 0.68 0.02 -0.45

Properties
HOMO level (spin up / spin down), eV: -6.474 / -5.317
HOMO-LUMO gap (spin up / spin down), hartree: 0.2240 / 0.1521
Energy relative to the best compared isomer or geometry (same formula, charge and spin), kJ/mol: 73.47
LUMO level (spin up / spin down), eV: -0.4 / -1.2

---

# 3
Below is a 8-piece molecular cluster, C15H31Cl6N2O10 overall, with properties calculated with ωB97M-V with the def2-TZVPD basis set.

CARTESIAN COORDINATES (ANGSTROEM)
N1 -3.1606 -3.2513 1.1893
H1 -3.8276 -2.7370 1.7467
H2 -3.0048 -4.2151 1.4481
H3 -2.2845 -2.7517 1.2445
H4 -3.5432 -3.1848 0.2569
N2 0.7484 -4.4116 -0.5989
H5 1.6200 -3.9513 -0.8196
H6 0.8644 -5.2945 -0.1223
H7 0.0193 -4.5467 -1.2846
H8 0.3299 -3.7583 0.0478
C1 -0.3952 -1.0338 0.3559
O1 -0.3033 -2.3366 0.8773
H9 -1.4157 -0.9059 -0.0050
H10 -0.2653 -0.1844 1.0266
H11 0.1005 -0.9234 -0.6086
C2 2.3202 -3.4791 3.0427
Cl1 3.4155 -2.8438 4.3051
Cl2 0.9248 -4.1776 3.8826
Cl3 3.1289 -4.7062 2.0758
H12 1.9395 -2.6547 2.4397
C3 0.6452 -1.1453 -3.6586
Cl4 1.6057 0.1910 -2.9110
Cl5 1.2353 -1.3592 -5.3260
Cl6 -1.1457 -0.8428 -3.6099
H13 0.9061 -2.0595 -3.1254
C4 -0.5780 2.6598 -0.9828
C5 -1.1337 4.0088 -1.5415
C6 -0.4445 5.2216 -0.8843
O2 0.0736 5.9188 -2.0226
C7 -0.2495 5.2472 -3.1927
O3 -0.1192 5.6404 -4.3500
O4 -0.7971 4.1241 -2.8997
H14 -1.2819 1.8488 -1.1696
H15 -0.2498 2.6623 0.0566
H16 0.2631 2.3636 -1.6097
H17 -2.2159 4.0133 -1.4112
H18 0.3243 4.8170 -0.2261
H19 -1.2269 5.7268 -0.3181
C8 3.5943 0.3983 0.1713
C9 4.1206 -0.5971 -0.8560
C10 5.4856 -1.1274 -0.6001
O5 5.3928 -2.5057 -1.0577
C11 4.0856 -2.8197 -1.0042
O6 3.5874 -3.9363 -1.2502
O7 3.3228 -1.7628 -0.7760
H20 4.1816 1.3137 0.0996
H21 3.7395 -0.0861 1.1368
H22 2.5298 0.6222 0.1019
H23 3.9738 -0.1025 -1.8162
H24 5.5574 -1.1906 0.4857
H25 6.2550 -0.5788 -1.1435
C12 -4.0375 0.4407 2.7502
C13 -3.6161 1.4433 1.6241
C14 -4.5242 2.5594 1.2584
O8 -3.5945 3.6182 1.2055
C15 -2.5552 3.4049 1.9391
O9 -1.7143 4.2468 2.1953
O10 -2.4544 2.1202 2.1263
H26 -4.2246 1.0037 3.6647
H27 -3.2539 -0.2732 3.0039
H28 -4.9386 -0.0386 2.3677
H29 -3.4064 0.8770 0.7166
H30 -5.2583 2.8252 2.0189
H31 -5.0703 2.4560 0.3207

Cartesian forces, eV/Å:
N -0.19 0.76 -0.02
H -0.80 0.01 1.05
H -0.11 -1.09 0.43
H 1.90 0.51 -0.29
H -0.12 -0.19 -1.34
N -0.57 -1.03 0.29
H 0.93 -0.31 -1.01
H 0.50 -0.24 0.15
H 0.26 0.20 -0.87
H -1.26 2.09 1.79
C -1.27 -1.60 -0.57
O 0.39 -0.02 0.20
H -0.91 0.42 -0.07
H 0.71 0.02 0.32
H 0.99 0.39 0.01
C -0.37 0.11 1.00
Cl 0.04 0.06 -0.50
Cl -0.07 -0.06 -0.26
Cl 0.02 0.19 -0.22
H 0.14 -0.22 -0.17
C 0.03 0.48 -0.30
Cl -0.82 -0.48 -0.30
Cl -0.39 0.00 0.36
Cl 1.48 -0.22 0.09
H -0.39 0.29 0.05
C -0.28 0.06 -1.16
C 0.73 -1.45 1.89
C -0.78 -1.36 -0.67
O 0.01 0.47 -0.59
C 0.64 2.91 -2.15
O 0.36 -0.44 3.13
O -1.34 -2.43 -0.28
H -0.22 -0.02 0.33
H -0.32 0.25 0.02
H 0.30 0.26 0.11
H -0.02 0.25 -0.29
H 0.30 0.70 -0.08
H 0.56 0.76 -0.09
C 0.62 -0.56 0.40
C -1.47 2.12 0.05
C -0.06 -0.39 0.25
O -0.65 0.04 0.06
C -1.05 -2.99 -1.60
O 1.47 2.67 0.93
O -0.42 -0.51 -0.01
H -0.08 0.07 0.20
H 0.05 0.35 0.33
H 0.09 -0.10 -0.46
H 0.27 -0.60 -0.42
H 0.90 0.25 0.02
H 0.17 -0.37 0.39
C -0.16 1.27 -1.06
C 0.34 -2.50 1.41
C -0.97 0.57 0.58
O -2.55 2.70 -1.88
C 3.15 1.51 -0.40
O -1.12 -1.10 0.12
O 0.81 -1.88 0.97
H -0.32 0.03 -0.04
H -0.01 -0.03 -0.47
H -0.04 -0.33 0.45
H 0.70 -0.03 0.03
H -0.11 -0.21 0.22
H 0.40 0.00 -0.08

Properties
HOMO level (spin up / spin down), eV: -3.666 / -7.994
2S+1: 2
HOMO-LUMO gap (spin up / spin down), hartree: 0.1347 / 0.2915
⟨S²⟩: 0.7505
LUMO level (spin up / spin down), eV: 0.0 / -0.1